(1)
The following is a quantum chemistry calculation of a molecular structure, C9H27ClI2P3Tm at a distorted geometry, from the OMol25 dataset.

## Properties
Spin multiplicity: 3
Total charge: +2
Frontier orbital gap (alpha / beta) in eV: 6.05 / 5.15

Element x y z (Å)
I1 0.881786 1.290256 1.323906
I2 0.929849 -1.190437 1.435078
Tm1 -0.074096 -0.146376 -3.350529
P1 -2.326066 -0.059001 -1.471606
C1 -3.021906 0.005977 0.203133
C2 -3.263056 1.322087 -2.281859
H1 -4.302001 1.049618 -2.336524
H2 -4.300319 -1.231330 -2.238092
H3 -2.878962 1.515897 -3.304127
H4 -2.881061 -1.781849 -3.170587
H5 -2.780773 0.921757 0.726115
H6 -3.137356 2.197670 -1.642721
C3 -3.262251 -1.502802 -2.166453
H7 -4.180994 -0.001178 0.062437
H8 -3.127099 -2.319775 -1.458005
H9 -2.774228 -0.862821 0.802247
P2 2.923815 -0.062421 -1.992616
C4 3.772177 0.000815 -0.363873
C5 3.842011 -1.521543 -2.708464
H10 3.380425 1.539828 -3.811104
H11 4.873737 1.100501 -2.991165
H12 3.732376 2.255597 -2.231466
C6 3.824179 1.341947 -2.826129
H13 3.400552 -1.797546 -3.673889
H14 4.886933 -1.280556 -2.895246
H15 4.879482 0.005462 -0.447054
H16 3.500679 -0.859410 0.304551
H17 3.754374 -2.383194 -2.044722
H18 3.493251 0.911438 0.224400
Cl1 -0.514103 -0.202373 -5.610459
C7 0.997382 0.141734 4.066320
P3 -0.589489 0.119908 3.221949
C8 -1.505153 -1.316711 3.655864
C9 -1.515525 1.568959 3.580010
H19 1.569952 -0.754793 3.832243
H20 0.670017 0.175976 5.105394
H21 1.576540 1.018024 3.775023
H22 -1.774798 -1.027931 4.700464
H23 -2.466425 -1.403707 3.134516
H24 -0.957298 -2.302334 3.666440
H25 -1.785085 1.346478 4.627056
H26 -0.983197 2.562040 3.521618
H27 -2.488273 1.616103 3.047905

Atomic forces in eV per Å
0.84 3.73 -2.90
0.96 -4.00 -2.73
1.14 0.06 2.65
-0.70 -0.02 -0.77
-2.42 -0.06 -0.32
1.07 -0.15 0.05
-0.49 0.01 -0.06
-0.49 -0.04 -0.05
-0.28 0.03 0.53
-0.29 0.03 0.55
0.22 0.21 0.07
-0.05 0.18 -0.31
1.12 0.20 -0.01
1.91 0.01 0.36
-0.09 -0.25 -0.26
0.20 -0.14 0.03
1.35 -0.06 -0.44
0.04 0.06 1.52
-0.75 0.23 -0.31
0.09 -0.02 0.19
0.00 -0.02 0.21
0.04 -0.14 -0.05
-0.68 -0.15 -0.24
0.08 0.01 0.14
0.04 0.03 0.22
-0.65 -0.03 -0.26
0.32 0.61 -0.86
0.06 0.07 -0.01
0.29 -0.59 -0.71
-0.54 -0.06 -2.24
-0.57 0.09 1.58
-0.12 -0.01 -0.39
-0.83 -0.83 1.95
-1.11 1.07 1.36
-0.20 0.22 0.71
0.74 0.03 0.44
-0.20 -0.15 0.66
-0.10 -0.84 -0.26
0.36 0.05 -0.10
-0.45 1.28 -0.07
-0.17 0.76 0.04
-0.42 -1.30 0.03
0.70 -0.08 0.07

=====

(2)
The following is a quantum chemistry calculation of a molecular structure, C24H24Cl5N4O5SeTi at a distorted geometry, from the OMol25 dataset.

## Properties
Spin multiplicity: 2
Total charge: 0
Frontier orbital gap (alpha / beta) in eV: 7.82 / 7.82

Element x y z (Å)
Ti1 0.639864 -0.566393 -0.707859
C1 -1.418860 1.420370 3.101684
C2 -0.576296 1.900803 1.945699
C3 0.788693 1.599024 1.954389
C4 1.341875 0.868608 3.149885
C5 1.604462 2.019374 0.893344
C6 3.093669 1.756117 0.865457
C7 1.045979 2.786017 -0.144061
C8 1.976511 3.417732 -1.150107
C9 -0.331307 3.047384 -0.174997
C10 -0.883886 3.802098 -1.364529
C11 -1.144495 2.611448 0.881450
C12 -2.624570 2.925413 0.941359
H1 -1.568904 0.337033 3.044898
H2 -2.398887 1.886087 3.133153
H3 -0.931134 1.624746 4.055315
H4 1.367278 1.529549 4.021362
H5 2.346904 0.499063 2.992865
H6 0.716427 0.014413 3.411964
H7 3.372261 0.866943 1.422108
H8 3.642729 2.601628 1.291898
H9 3.455303 1.616648 -0.151497
H10 2.436204 2.683386 -1.809254
H11 2.788236 3.931249 -0.630505
H12 1.476275 4.151829 -1.774049
H13 -1.967742 3.767227 -1.428719
H14 -0.491920 3.384640 -2.293028
H15 -0.601300 4.857159 -1.335784
H16 -2.842889 3.585649 1.783446
H17 -3.221482 2.021670 1.083599
H18 -2.994915 3.427737 0.052941
N1 -0.478280 -3.254833 -3.485787
C13 0.484871 -4.117864 -3.002836
C14 0.882706 -3.611589 -1.810933
N2 0.179379 -2.459629 -1.560223
C15 -0.616356 -2.262714 -2.594746
C16 -1.479467 -1.101637 -2.593148
N3 -1.381431 -0.229630 -1.610774
C17 -2.311031 0.743261 -1.862016
C18 -2.977226 0.446801 -3.009227
N4 -2.431870 -0.732618 -3.467307
H19 -0.849842 -3.276022 -4.419834
H20 0.801021 -4.982996 -3.555830
H21 1.639776 -3.966895 -1.134214
H22 -2.431990 1.584805 -1.205451
H23 -3.769342 0.951230 -3.531751
H24 -2.704517 -1.217366 -4.304476
Cl1 -0.780691 -6.103809 3.893260
C19 -0.496303 -4.627085 3.058010
C20 -1.564157 -3.888694 2.554379
Cl2 -3.175288 -4.450781 2.760592
C21 -1.330085 -2.696007 1.884183
Cl3 -2.630219 -1.764784 1.242328
C22 -0.029106 -2.205416 1.699553
O1 0.167293 -1.060899 1.076566
C23 1.035030 -2.970389 2.197726
Cl4 2.631633 -2.416547 1.885569
C24 0.804379 -4.163416 2.871798
Cl5 2.134218 -5.072429 3.468975
O2 3.839833 0.718774 -2.807729
Se1 2.624835 -0.290960 -2.601171
O3 1.142784 0.513033 -2.340719
O4 2.598410 -0.978153 -1.050968
O5 2.376951 -1.429394 -3.706225

Atomic forces in eV per Å
0.13 0.61 0.85
0.01 0.02 0.01
-0.05 0.01 0.02
0.04 0.01 -0.01
-0.02 -0.03 -0.01
0.01 -0.04 -0.06
-0.02 0.06 0.03
0.02 0.06 0.05
-0.02 -0.02 -0.01
-0.02 -0.03 -0.04
0.02 0.04 0.01
-0.02 -0.01 0.01
-0.01 -0.01 0.00
0.01 0.03 0.00
-0.01 0.00 -0.01
-0.01 0.01 0.00
0.00 0.00 -0.01
0.07 -0.02 -0.02
0.01 0.01 0.00
-0.01 -0.04 0.01
0.00 -0.01 0.01
0.00 0.01 -0.01
0.02 -0.07 -0.05
0.00 -0.01 0.01
-0.01 0.00 0.01
0.04 0.02 -0.01
0.01 0.00 0.00
-0.01 0.00 0.00
0.00 -0.01 0.00
0.01 -0.01 0.00
0.01 0.01 0.02
0.08 0.01 -0.15
-0.03 -0.02 -0.03
0.05 0.04 0.07
0.06 0.01 -0.15
-0.04 -0.22 0.01
-0.12 0.05 -0.03
0.08 -0.02 -0.06
0.02 0.03 0.06
0.00 -0.01 -0.01
-0.08 -0.03 -0.09
-0.05 -0.04 0.03
0.00 0.01 0.00
0.00 0.01 0.00
0.00 -0.04 -0.01
0.00 0.00 0.00
-0.01 0.00 0.01
0.00 -0.01 0.01
0.01 -0.02 0.00
-0.01 0.01 0.01
-0.03 -0.02 0.01
0.08 0.06 0.04
-0.04 -0.01 -0.03
-0.19 0.05 -0.01
0.16 -0.25 -0.30
-0.03 0.04 -0.09
0.02 0.03 0.02
-0.02 0.00 0.02
0.02 -0.02 0.01
0.11 0.15 0.01
-0.05 -0.05 0.00
-0.08 -0.23 0.06
-0.14 -0.01 -0.03
0.05 -0.09 -0.14

=====

(3)
The following is a quantum chemistry calculation of a single C6H16N2O2S2 molecule at a distorted geometry, from the OMol25 dataset.

## Properties
Spin multiplicity: 1
Total charge: 0
SMILES: CNCCSS(=O)(=O)CCNC
Frontier orbital gap in eV: 9.55

Element x y z (Å)
C1 0.867184 1.154249 -2.995033
N1 1.305940 2.332657 -2.319692
C2 1.327544 2.477065 -0.883483
C3 1.924437 1.413944 -0.068341
S1 0.680194 -0.042811 -0.067806
S2 0.813259 -0.503164 1.977076
O1 1.430582 -1.795861 2.083334
O2 1.336053 0.684283 2.629669
C4 -0.767577 -0.815393 2.508932
C5 -1.475561 -1.998579 1.767268
N2 -1.246999 -1.982808 0.361684
C6 -2.425744 -1.557928 -0.441715
H1 1.310728 0.147164 -2.628575
H2 -0.203830 1.113442 -2.893530
H3 0.964357 1.129276 -4.044220
H4 2.280303 2.543482 -2.662805
H5 0.277666 2.591516 -0.404257
H6 1.884743 3.395950 -0.676294
H7 2.020912 1.709075 0.973613
H8 2.800830 1.123005 -0.505045
H9 -0.908252 -0.892628 3.615178
H10 -1.395390 0.093703 2.305393
H11 -1.125263 -3.088740 2.221239
H12 -2.598145 -1.921911 1.946748
H13 -1.003457 -2.983453 0.090270
H14 -3.332058 -2.006107 -0.020519
H15 -2.271624 -1.853216 -1.563618
H16 -2.470831 -0.466210 -0.305469

Atomic forces in eV per Å
-0.56 -2.26 1.92
2.66 1.23 -1.35
-2.44 1.22 0.74
-2.57 -1.26 1.22
1.01 0.75 0.32
1.67 0.20 -0.42
0.80 0.01 0.23
-0.25 -0.89 0.12
-4.44 0.67 0.46
-0.24 -2.14 2.32
0.15 -2.66 -1.91
1.22 -0.15 -0.72
-0.59 1.37 -0.36
-0.66 -0.45 0.42
0.81 0.68 -1.28
-1.46 -0.10 0.54
1.27 0.33 -1.29
-0.20 0.09 -0.10
0.19 -0.01 -0.13
2.51 -1.25 -0.73
0.95 -0.24 -0.77
0.69 -0.50 -0.12
-0.74 2.98 -0.95
1.25 -0.06 0.30
-0.29 2.01 0.25
-0.15 -0.02 -0.37
-0.35 0.71 2.18
-0.27 -0.27 -0.51

=====

(4)
The following is a quantum chemistry calculation of a single C7H11N3O2 molecule at a distorted geometry, from the OMol25 dataset.

## Properties
Spin multiplicity: 3
Total charge: 0
Frontier orbital gap (alpha / beta) in eV: 6.60 / 7.36

Element x y z (Å)
C1 -1.540125 -0.438202 0.921358
C2 1.585696 0.643111 1.569912
C3 1.698895 1.218189 0.369254
C4 -0.810371 -0.732392 -0.367805
C5 2.942403 1.977291 -0.089967
C6 -1.838991 -1.214994 -1.474923
C7 0.296855 -1.738760 -0.103089
N1 0.689349 1.149302 -0.581821
N2 -0.307694 0.515579 -0.898245
N3 -2.086818 0.799682 0.909300
O1 -1.617791 -1.216683 1.848476
O2 1.076515 0.271604 2.532387
H1 2.706049 2.465787 -1.059444
H2 3.729783 1.161589 -0.055735
H3 2.990421 2.811558 0.718174
H4 -2.682597 -0.632789 -1.715252
H5 -2.150769 -2.168714 -1.224715
H6 -1.232497 -1.191812 -2.449634
H7 0.717481 -1.541077 0.860986
H8 1.069470 -1.637492 -0.942726
H9 -0.133305 -2.820457 -0.190439
H10 -2.221658 1.179718 -0.049256
H11 -2.880301 1.139964 1.473203

Atomic forces in eV per Å
-1.04 -0.04 1.11
-1.11 0.75 -1.84
-0.06 0.84 -1.48
-0.74 -0.46 -1.61
-0.73 0.07 2.06
3.45 0.83 -1.05
-0.12 -1.84 -2.41
1.88 -0.14 0.65
-0.79 0.28 -0.07
-1.93 2.03 -1.28
0.16 -0.07 -0.26
0.05 -0.78 1.98
0.55 -0.69 0.58
-0.20 1.85 -0.41
0.99 -1.30 -1.53
-0.98 1.22 0.42
-0.61 -2.07 0.26
-0.78 -0.50 1.36
0.38 -0.39 0.40
-0.92 -0.17 1.28
0.85 1.94 0.51
0.69 -0.28 1.07
0.98 -1.10 0.25